A molecular structure, C33H30Br2IrN4O3S2 at a distorted geometry, computed with ωB97M-V/def2-TZVPD.

## Properties
Energy: -211391.202 eV
Total charge: +2
ΔE to the lowest compared entry with this formula, charge and spin: 33.7 kcal/mol
HOMO-LUMO gap (spin up / spin down): 5.78 / 4.99 eV
Max |F|: 2.91 eV Å⁻¹
2S+1: 2

Geometry as XYZ:
```
75
Properties=species:S:1:pos:R:3:forces:R:3
Ir 1.7626 0.8828 -0.2715 -2.216 0.479 -1.344
O -1.1628 4.2868 -0.7950 -0.304 0.004 0.143
C -0.4030 4.9950 -1.6258 0.312 0.198 -0.275
C -0.9077 6.2053 -2.1075 -0.105 -0.082 0.127
C -0.1422 6.9972 -2.9315 0.078 -0.131 0.096
C 1.1417 6.5966 -3.3322 0.176 -0.088 -0.052
C 1.6313 5.3825 -2.9294 0.011 0.259 -0.196
C 0.8804 4.5628 -2.0662 -0.139 -0.422 0.329
C 1.4045 3.2956 -1.6336 -0.405 -0.002 0.356
O 0.8582 2.6615 -0.6447 -0.180 0.456 0.078
N 2.4546 2.7680 -2.2894 0.792 0.038 -0.728
N 2.8090 1.5763 -1.8504 -0.846 -0.185 0.878
C 3.8029 0.9293 -2.4302 0.786 -0.417 -0.503
C 4.3330 -0.3055 -2.0181 -0.675 0.461 0.383
C 5.4291 -0.8276 -2.7500 0.553 -0.428 -0.196
C 6.0590 -1.9773 -2.3779 -0.006 0.388 -0.310
C 5.6392 -2.6697 -1.2169 -0.256 0.147 0.214
C 4.5742 -2.2255 -0.4909 -0.083 -0.104 0.101
C 3.8538 -1.0639 -0.8712 0.058 0.179 -0.431
O 2.8152 -0.7540 -0.1810 0.381 -1.361 0.793
H -0.6723 3.5106 -0.4745 0.088 0.026 -0.041
H -1.8989 6.5065 -1.7986 0.003 0.007 0.037
H -0.5315 7.9491 -3.2652 -0.033 0.009 -0.021
H 1.7412 7.2447 -3.9545 -0.019 -0.016 -0.056
H 2.6035 5.0359 -3.2481 0.014 0.047 -0.005
H 4.2616 1.4140 -3.2880 -0.075 0.083 0.030
H 5.7779 -0.2885 -3.6210 -0.036 0.056 -0.008
H 6.8922 -2.3512 -2.9550 0.011 0.011 -0.003
H 6.1760 -3.5527 -0.8985 -0.017 -0.042 -0.006
H 4.2320 -2.7361 0.3985 0.014 -0.054 -0.014
S -0.3355 -0.0234 -1.4163 2.182 0.825 1.368
C -1.0805 -0.8790 -0.1194 -0.625 -0.942 -2.332
N -1.9659 -1.8167 -0.4171 0.774 0.897 0.734
C -2.5118 -2.6434 0.6527 -0.239 -0.283 0.574
C -2.7098 -1.8140 1.8984 -0.389 -0.211 -0.305
N -1.4622 -1.1438 2.2415 0.187 0.061 -1.231
C -1.1063 -1.1030 3.6580 0.159 -0.038 0.547
C -0.7558 -2.4868 4.1564 -0.127 -0.099 -0.070
C 0.3808 -3.1308 3.6722 -0.025 0.089 -0.011
C 0.7227 -4.3878 4.1418 -0.018 -0.019 -0.046
C -0.0762 -5.0158 5.0892 -0.052 0.033 0.013
C -1.2133 -4.3820 5.5673 0.015 -0.081 0.008
C -1.5573 -3.1229 5.0972 0.049 0.092 -0.021
C -0.7375 -0.6130 1.2613 0.795 0.750 2.695
S 0.5041 0.4934 1.6734 -0.007 -0.666 -0.547
C -2.4922 -2.0373 -1.7621 -0.297 -0.016 -0.456
C -3.8737 -1.4277 -1.8858 -0.056 0.035 0.152
C -4.0378 -0.0509 -1.7372 0.064 -0.101 -0.106
C -5.2905 0.5219 -1.8745 0.013 -0.019 0.147
C -6.3927 -0.2815 -2.1379 -0.004 -0.060 0.016
C -6.2350 -1.6520 -2.2792 -0.092 0.047 0.054
C -4.9810 -2.2283 -2.1370 0.156 0.006 -0.128
H -1.8216 -3.4676 0.8619 0.005 0.025 -0.155
H -3.4636 -3.0590 0.3265 0.005 0.077 -0.061
H -3.0086 -2.4554 2.7249 0.067 0.011 0.009
H -3.4883 -1.0621 1.7298 0.027 -0.006 0.109
H -1.9557 -0.7105 4.2212 0.003 0.089 -0.121
H -0.2642 -0.4310 3.7899 -0.087 0.063 0.003
H 1.0052 -2.6337 2.9369 0.059 -0.007 0.014
H 1.6148 -4.8782 3.7769 0.009 -0.008 -0.014
H 0.1877 -5.9985 5.4540 0.021 -0.006 0.023
H -1.8326 -4.8644 6.3107 -0.007 -0.018 -0.002
H -2.4427 -2.6294 5.4807 -0.005 0.028 0.019
H -2.5377 -3.1121 -1.9439 0.088 0.006 0.104
H -1.8085 -1.5922 -2.4833 0.024 -0.121 0.025
H -3.1755 0.5741 -1.5348 -0.017 0.088 -0.035
H -5.4086 1.5911 -1.7662 -0.012 0.017 -0.008
H -7.3760 0.1603 -2.2186 -0.006 0.013 -0.081
H -7.0899 -2.2761 -2.4996 -0.016 -0.010 0.031
H -4.8641 -3.2990 -2.2553 0.009 -0.022 -0.007
Br 4.4302 1.5801 1.4004 -0.444 -0.108 -0.283
C 4.0108 3.1353 2.4815 -0.232 0.201 -0.023
Br 2.3593 3.9396 1.9080 0.181 0.002 0.167
H 4.8139 3.8527 2.3639 -0.007 -0.059 -0.083
H 3.9080 2.8120 3.5098 -0.011 -0.068 -0.060
```
Forces are in eV/Å.